Entry 1:
{
  "formula": "C5H4I2",
  "method": "wB97M-V/def2-TZVPD",
  "symbols": ["C", "C", "C", "C", "I", "C", "I", "H", "H", "H", "H"],
  "positions_angstrom": [[0.41551, 1.50089, 1.30005], [0.00082, 0.62795, 0.42547], [0.02726, 0.24001, -0.99754], [0.25858, -1.20316, -0.85539], [2.01808, -1.91962, 0.15057], [-0.76515, -0.70100, 0.02149], [-2.87574, -1.03267, 0.13348], [0.14675, 1.51353, 2.38451], [1.00347, 2.27685, 1.07445], [-0.19462, 0.61705, -1.99442], [-0.03496, -1.91983, -1.64268]],
  "forces_ev_per_angstrom": [[-2.368, -2.032, 2.857], [-1.069, -2.325, -2.306], [-0.086, -0.436, 0.393], [0.602, -1.714, 0.033], [0.373, -0.305, -0.193], [-0.728, 3.316, 0.807], [1.167, 0.040, -0.063], [-0.014, -0.548, -1.099], [2.166, 2.739, -1.392], [-0.253, 0.542, 0.626], [0.211, 0.721, 0.337]],
  "homo_lumo_gap_ev": 8.75,
  "e_homo_ev": -8.80,
  "total_energy_ha": -788.17020,
  "e_lumo_ev": -0.1,
  "smiles": "C=C1[C@H]2[C@@H](I)[C@@]12I"
}

Entry 2:
{
  "formula": "C20H16F2IN3O2SV",
  "method": "wB97M-V/def2-TZVPD",
  "symbols": ["V", "F", "C", "C", "C", "C", "C", "F", "C", "C", "C", "C", "C", "C", "N", "H", "H", "H", "H", "H", "H", "I", "C", "C", "C", "C", "C", "C", "C", "O", "O", "H", "H", "H", "H", "C", "N", "C", "N", "S", "H", "H", "H", "H", "H", "H"],
  "positions_angstrom": [[-0.47353, -0.69410, -0.07787], [-0.26292, 4.33595, -2.05250], [-0.98312, 3.33712, -1.49906], [-0.35044, 2.15858, -1.15339], [-1.08328, 1.10655, -0.61739], [-2.47874, 1.26656, -0.44363], [-3.06656, 2.48894, -0.77042], [-4.39166, 2.69119, -0.58297], [-2.34097, 3.53473, -1.30409], [-3.15550, 0.06794, 0.01773], [-4.52211, -0.08877, 0.23934], [-5.01888, -1.32674, 0.60253], [-4.12849, -2.38661, 0.76230], [-2.78575, -2.15614, 0.56017], [-2.29444, -0.97008, 0.19614], [0.71376, 2.07060, -1.33614], [-2.81421, 4.46253, -1.58110], [-5.18911, 0.74700, 0.12103], [-6.07636, -1.46756, 0.75701], [-4.48202, -3.36679, 1.03965], [-2.05794, -2.95839, 0.67862], [5.42176, 2.62541, -1.51697], [3.94486, 1.12523, -1.75062], [3.02872, 0.92161, -0.73358], [2.04801, -0.04082, -0.89579], [1.99449, -0.81404, -2.04887], [2.94873, -0.61877, -3.04208], [3.91844, 0.35782, -2.90327], [0.90729, -1.85573, -2.24504], [1.13509, -2.83146, -2.94432], [-0.18973, -1.63060, -1.62908], [3.06238, 1.52365, 0.16414], [1.31611, -0.18143, -0.09318], [2.91223, -1.23900, -3.92576], [4.63890, 0.52915, -3.68919], [2.08045, 0.03177, 4.36684], [2.24750, -1.06563, 3.44426], [1.40041, -1.25749, 2.42412], [1.70549, -2.20094, 1.49856], [0.00586, -0.33606, 2.27692], [2.90158, 0.02854, 5.07807], [1.13506, -0.07184, 4.90133], [2.05911, 0.98436, 3.82874], [3.12912, -1.55296, 3.44623], [2.50821, -2.80442, 1.58901], [0.98223, -2.47887, 0.84356]],
  "forces_ev_per_angstrom": [[1.549, 1.014, 0.785], [-0.084, 0.019, 0.062], [0.097, -0.363, 0.061], [0.147, 0.545, -0.325], [-0.461, 0.481, 0.073], [-0.096, 0.073, 0.076], [0.240, 0.031, -0.060], [0.035, -0.014, -0.029], [-0.078, -0.066, 0.018], [-0.492, 0.538, -0.043], [-0.050, -0.284, 0.072], [0.242, 0.066, -0.002], [0.010, 0.100, -0.039], [-0.465, -0.866, 0.148], [-1.916, 0.071, 0.258], [-0.048, 0.118, 0.000], [-0.076, 0.076, 0.019], [0.016, 0.087, -0.066], [-0.120, -0.014, 0.035], [0.059, -0.111, 0.026], [-0.114, 0.079, -0.006], [-0.346, -0.358, -0.063], [0.413, 0.299, 0.141], [-0.031, 0.131, 0.278], [-0.128, -0.245, -0.513], [-0.035, 0.023, -0.113], [-0.143, -0.092, 0.140], [0.054, 0.092, -0.049], [1.573, -0.884, -1.130], [-0.118, 0.498, 0.297], [-0.990, -0.935, -0.629], [-0.021, 0.022, 0.016], [1.060, 0.290, 0.177], [-0.042, -0.038, -0.040], [0.040, -0.010, -0.028], [-0.174, 0.418, 0.212], [0.020, -0.295, -0.559], [0.717, -0.597, -0.126], [-0.048, -0.020, 0.484], [-0.695, 0.274, 0.050], [0.022, -0.044, -0.017], [0.106, 0.027, 0.022], [0.044, -0.077, 0.129], [-0.068, -0.080, 0.009], [-0.041, 0.047, -0.018], [0.436, -0.026, 0.269]],
  "homo_lumo_gap_ev": [6.12, 5.48],
  "multiplicity": 2,
  "e_homo_ev": [-6.29, -5.65],
  "total_energy_ha": -2926.08479,
  "e_lumo_ev": [-0.2, -0.2],
  "s_squared": 0.779
}

Entry 3:
{
  "formula": "C4H5N",
  "method": "wB97M-V/def2-TZVPD",
  "symbols": ["C", "C", "C", "C", "N", "H", "H", "H", "H", "H"],
  "positions_angstrom": [[1.50156, -0.98096, -1.47523], [0.55730, -0.00847, -0.79700], [-0.13312, -0.37138, 0.28422], [-0.99722, 0.52672, 0.97982], [-1.60310, 1.28212, 1.64807], [1.10520, -1.93967, -1.78627], [2.37966, -1.11827, -0.82474], [1.85254, -0.52729, -2.43563], [0.36258, 1.01200, -1.17303], [-0.04943, -1.39702, 0.73232]],
  "forces_ev_per_angstrom": [[0.815, 1.544, -0.995], [-0.634, -0.456, 0.016], [0.068, -1.077, 0.352], [-1.354, 2.159, 2.044], [1.368, -1.991, -1.862], [-0.440, -0.167, 0.476], [-0.239, -0.134, -0.333], [-0.033, -0.281, 0.823], [0.494, -0.679, 0.008], [-0.045, 1.081, -0.528]],
  "homo_lumo_gap_ev": 10.63,
  "e_homo_ev": -10.11,
  "total_energy_ha": -210.13195,
  "e_lumo_ev": 0.5,
  "smiles": "C/C=C/C#N"
}

Entry 4:
{
  "formula": "CH4N2O2",
  "method": "wB97M-V/def2-TZVPD",
  "symbols": ["N", "C", "N", "O", "O", "H", "H", "H", "H"],
  "positions_angstrom": [[1.08032, 0.66541, 0.23133], [-0.17268, 0.16274, -0.06774], [-0.26886, -1.21008, -0.27904], [-1.04154, 0.98818, -0.70562], [-1.52598, 0.73114, 0.68212], [1.10936, 1.67665, 0.20148], [1.85664, 0.20063, -0.22089], [-1.24992, -1.47250, -0.27790], [0.21267, -1.74216, 0.43627]],
  "forces_ev_per_angstrom": [[-0.347, -0.057, 0.433], [-1.957, 0.920, 0.176], [0.020, 0.239, 0.086], [0.128, -0.693, -0.187], [2.103, -0.392, -0.299], [0.051, -0.229, -0.094], [-0.225, 0.025, 0.136], [0.164, 0.060, -0.187], [0.062, 0.127, -0.064]],
  "homo_lumo_gap_ev": 10.29,
  "e_homo_ev": -9.46,
  "total_energy_ha": -300.37941,
  "e_lumo_ev": 0.8,
  "smiles": "NC1(N)OO1"
}

Entry 5:
{
  "formula": "C30H27N7OSSe2TcTe2",
  "method": "wB97M-V/def2-TZVPD",
  "symbols": ["Tc", "C", "C", "C", "C", "N", "C", "N", "C", "N", "C", "N", "C", "C", "C", "C", "C", "N", "C", "C", "C", "C", "C", "C", "H", "H", "H", "H", "H", "H", "H", "H", "H", "H", "H", "H", "Se", "Te", "Te", "Se", "C", "C", "N", "C", "C", "C", "S", "N", "C", "O", "C", "C", "C", "C", "C", "C", "H", "H", "H", "H", "H", "H", "H", "H", "H", "H", "H", "H", "H", "H", "H"],
  "positions_angstrom": [[-0.39081, -1.17040, 0.21193], [-4.29093, 0.57317, -0.90557], [-5.03266, 0.65015, 0.26807], [-4.43471, 0.24338, 1.43016], [-3.11509, -0.23676, 1.44139], [-2.40767, -0.35641, 0.28794], [-3.02102, 0.06377, -0.84414], [-2.65739, -0.53635, 2.70627], [-1.50677, -0.99316, 3.01909], [-0.43270, -1.30993, 2.21256], [0.62508, -1.68601, 3.01532], [1.82403, -1.99135, 2.69838], [2.36548, -2.01889, 1.43148], [3.71673, -2.40040, 1.41522], [4.43408, -2.42247, 0.24941], [3.78076, -2.05785, -0.92259], [2.45223, -1.73150, -0.85636], [1.71615, -1.70739, 0.28023], [0.18333, -1.66085, 4.42602], [0.84592, -1.97412, 5.59589], [0.12968, -1.86264, 6.78233], [-1.19726, -1.43182, 6.78489], [-1.84644, -1.09985, 5.60104], [-1.13017, -1.23419, 4.42847], [-4.69279, 0.88455, -1.85931], [-6.04979, 1.02091, 0.26569], [-4.94028, 0.26854, 2.38364], [-2.45480, -0.04073, -1.75373], [4.14587, -2.67312, 2.36746], [5.47640, -2.71473, 0.24268], [4.28411, -2.04457, -1.87889], [1.92523, -1.49480, -1.76423], [1.88000, -2.29297, 5.57521], [0.60557, -2.11895, 7.72040], [-1.72975, -1.36066, 7.72489], [-2.87060, -0.75020, 5.58413], [-2.97337, -3.18635, 0.24117], [-3.24237, -5.58856, 0.34981], [-0.66562, -6.43692, 0.36762], [0.53920, -4.34609, 0.25880], [-1.70479, -0.44801, -5.33147], [-0.20906, -0.41677, -5.04331], [0.14657, 0.60320, -4.05877], [0.61417, 1.88873, -4.59342], [2.13352, 1.95669, -4.66694], [0.10287, 0.38193, -2.73411], [-0.40290, -1.17342, -2.21153], [0.47931, 1.44017, -1.98692], [0.51991, 1.54886, -0.68540], [0.22775, 0.68750, 0.21962], [0.97335, 2.86367, -0.14843], [1.03516, 3.06002, 1.23013], [1.45207, 4.27832, 1.74231], [1.80987, 5.30791, 0.88146], [1.75193, 5.11473, -0.49256], [1.33583, 3.89765, -1.00720], [-1.92476, -1.19580, -6.09438], [-2.05366, 0.52502, -5.68323], [-2.25713, -0.71315, -4.42932], [0.34581, -0.18543, -5.95274], [0.12382, -1.38910, -4.68528], [0.23355, 2.68543, -3.96161], [0.17617, 1.99977, -5.58558], [2.55454, 1.88914, -3.66333], [2.45311, 2.89786, -5.11739], [2.53003, 1.13592, -5.26808], [0.75396, 2.25128, 1.89087], [1.49751, 4.42389, 2.81409], [2.13379, 6.26086, 1.28018], [2.03135, 5.91562, -1.16572], [1.28957, 3.73402, -2.07469]],
  "forces_ev_per_angstrom": [[-0.283, -0.825, 0.017], [-0.072, 0.028, 0.014], [0.007, 0.008, 0.003], [-0.034, 0.004, 0.069], [0.180, -0.009, -0.036], [-0.304, 0.358, 0.180], [0.110, -0.037, -0.014], [-0.228, 0.039, -0.071], [0.182, -0.053, -0.150], [0.051, 0.147, 0.613], [-0.172, 0.066, -0.159], [0.194, -0.104, -0.062], [-0.149, 0.096, -0.029], [0.037, -0.012, 0.060], [-0.004, 0.009, 0.013], [0.079, -0.021, 0.011], [-0.103, 0.031, -0.001], [0.445, 0.105, 0.160], [-0.009, -0.012, -0.034], [0.054, -0.015, 0.013], [0.015, -0.012, -0.023], [-0.020, 0.001, -0.024], [-0.051, 0.019, 0.009], [0.001, -0.016, -0.032], [0.012, -0.024, 0.005], [0.019, -0.011, 0.013], [-0.005, 0.032, -0.008], [0.071, -0.027, 0.024], [0.026, 0.025, -0.008], [-0.020, 0.001, 0.015], [-0.026, -0.015, 0.004], [-0.078, 0.027, 0.012], [-0.035, -0.029, 0.013], [-0.004, 0.026, -0.005], [0.019, 0.018, -0.006], [0.012, -0.045, 0.014], [0.177, 0.149, -0.090], [0.116, -0.006, -0.009], [-0.078, 0.083, -0.012], [-0.065, 0.147, -0.082], [0.009, 0.024, 0.056], [-0.086, -0.008, 0.036], [0.095, 0.149, -0.048], [0.037, -0.024, 0.074], [-0.045, -0.047, 0.015], [-0.102, -0.331, 0.015], [-0.018, 0.038, -0.380], [0.043, 0.133, -0.069], [-0.024, -0.124, -0.108], [-0.007, 0.043, 0.004], [0.012, 0.007, 0.127], [-0.007, -0.003, -0.015], [0.007, 0.013, -0.021], [-0.017, -0.036, 0.012], [0.002, 0.002, -0.027], [0.016, 0.021, 0.005], [0.000, 0.034, -0.001], [0.003, -0.031, -0.020], [0.005, 0.008, -0.035], [0.045, -0.017, 0.011], [0.047, -0.013, -0.011], [-0.054, 0.034, -0.027], [-0.042, -0.018, 0.011], [0.012, 0.000, -0.027], [-0.009, -0.022, 0.002], [0.013, 0.027, 0.003], [0.006, 0.017, -0.001], [-0.001, 0.001, -0.021], [-0.001, -0.010, 0.003], [-0.003, -0.015, 0.019], [-0.004, 0.002, 0.013]],
  "homo_lumo_gap_ev": [5.74, 5.03],
  "multiplicity": 4,
  "e_homo_ev": [-6.34, -6.31],
  "total_energy_ha": -7435.95094,
  "e_lumo_ev": [-0.6, -1.3],
  "s_squared": 3.770
}

Entry 6:
{
  "formula": "C3H11NOS",
  "method": "wB97M-V/def2-TZVPD",
  "symbols": ["C", "S", "C", "H", "H", "H", "H", "H", "H", "N", "C", "O", "H", "H", "H", "H", "H"],
  "positions_angstrom": [[0.72111, 3.55335, 0.09273], [-0.22332, 2.79725, 1.44620], [0.69398, 1.25873, 1.71090], [1.64453, 3.98256, 0.47092], [0.92179, 2.79774, -0.65419], [0.11493, 4.32754, -0.35481], [1.10227, 0.72867, 0.85953], [-0.10198, 0.65227, 2.13491], [1.50092, 1.36631, 2.43841], [-0.81826, -3.02969, -0.04300], [-0.81804, -2.08329, -1.12069], [-0.53607, -2.60991, -2.40642], [0.00754, -3.62366, -0.11849], [-1.63727, -3.62435, -0.06163], [-0.08822, -1.31991, -0.84151], [-1.80202, -1.61048, -1.16718], [-0.68189, -3.56314, -2.38569]],
  "forces_ev_per_angstrom": [[0.002, -0.180, 0.516], [0.316, -0.008, -0.598], [-0.316, 0.088, 0.770], [0.109, 0.030, -0.112], [0.117, -0.111, -0.202], [-0.157, 0.218, -0.034], [-0.217, 0.280, -0.551], [0.267, -0.445, 0.203], [-0.124, 0.109, -0.002], [0.160, -0.525, -0.185], [-0.489, 0.255, 0.460], [0.420, -0.103, -0.152], [-0.160, 0.160, 0.270], [-0.003, -0.035, 0.002], [0.139, 0.008, -0.579], [0.005, 0.077, 0.174], [-0.067, 0.182, 0.021]],
  "homo_lumo_gap_ev": 9.35,
  "e_homo_ev": -8.45,
  "total_energy_ha": -649.05153,
  "e_lumo_ev": 0.9,
  "smiles": "CSC.NCO"
}